1.
The following is a quantum chemistry calculation of the ion C5H12NO with charge +1 in a non-equilibrium geometry, from the Open Molecules 2025 dataset.

```
19
Properties=species:S:1:pos:R:3
C -0.688 1.589 0.238
C -0.488 -0.705 0.195
C 0.791 0.239 -0.231
C -0.690 -1.958 -0.766
C 1.985 0.294 0.720
N -1.525 0.420 -0.068
O 1.001 0.210 -1.560
H -0.611 1.860 1.274
H -0.718 2.344 -0.491
H -0.460 -0.946 1.256
H -1.674 -2.359 -0.526
H 0.045 -2.698 -0.394
H -0.465 -1.493 -1.750
H 2.701 1.024 0.373
H 2.493 -0.643 1.019
H 1.618 0.718 1.590
H -2.414 0.532 0.529
H -1.849 0.455 -1.012
H 1.684 0.753 -1.909
```

* gap between HOMO and LUMO: 10.05 eV
* spin multiplicity: 1
* net charge: +1
* highest occupied orbital energy: -13.29 eV
* total energy: -8908.092 eV
* strongest force on any atom: 4.704 eV Å⁻¹
* energy above the lowest of the compared OMol25 structures with the same formula, charge and spin: 58.5 kcal per mole



2.
The following is a quantum chemistry calculation of a cluster of 2 separate species, C5H8N in total in a non-equilibrium geometry, from the Open Molecules 2025 dataset.

```
14
Properties=species:S:1:pos:R:3
C -2.307 0.066 0.145
C -1.202 0.552 0.363
C 0.793 1.194 1.484
C -3.545 -0.589 -0.086
C 3.275 -0.336 -0.896
N -0.129 0.934 0.845
H 3.239 -1.380 -0.521
H 1.481 1.534 2.192
H -3.214 -1.599 -0.049
H -4.293 -0.417 0.628
H -3.816 -0.154 -1.103
H 3.047 -0.212 -1.948
H 4.172 0.200 -0.730
H 2.498 0.208 -0.324
```

* gap between HOMO and LUMO: 9.80 eV
* spin multiplicity: 1
* net charge: +1
* highest occupied orbital energy: -15.32 eV
* total energy: -6793.072 eV
* strongest force on any atom: 6.597 eV Å⁻¹
* energy above the lowest of the compared OMol25 structures with the same formula, charge and spin: 115.7 kcal per mole



3.
The following is a quantum chemistry calculation of a structure of composition C26H26ClN2OSScSi in a non-equilibrium geometry, from the Open Molecules 2025 dataset.

```
59
Properties=species:S:1:pos:R:3
Sc 0.040 0.486 0.649
Cl -6.634 0.565 -2.256
C -5.147 0.893 -1.435
C -4.545 2.149 -1.576
C -3.342 2.403 -0.972
C -2.660 1.422 -0.203
O -1.490 1.676 0.280
C -3.350 0.176 0.006
C -2.866 -0.809 0.912
N -1.693 -0.766 1.458
C -1.328 -1.670 2.443
C -1.774 -2.974 2.545
C -1.405 -3.767 3.635
C -0.634 -3.261 4.648
C -0.120 -1.950 4.564
C 0.678 -1.354 5.561
C 1.184 -0.097 5.353
C 0.904 0.560 4.146
N 0.127 0.060 3.207
C -0.411 -1.168 3.416
C -4.575 -0.066 -0.642
H -5.033 2.911 -2.166
H -2.856 3.358 -1.102
H -3.574 -1.591 1.207
H -2.396 -3.391 1.768
H -1.759 -4.785 3.678
H -0.397 -3.856 5.516
H 0.866 -1.898 6.475
H 1.796 0.392 6.095
H 1.321 1.540 3.944
H -5.045 -1.032 -0.530
C 2.564 1.876 -2.122
Si 3.394 0.938 -0.667
C 5.095 1.756 -0.289
C 3.728 -0.873 -1.198
C 2.216 1.101 0.820
H 2.838 1.456 -3.085
H 2.835 2.927 -2.136
H 1.475 1.806 -2.031
H 5.718 1.792 -1.175
H 5.640 1.209 0.472
H 4.963 2.771 0.070
H 4.206 -0.898 -2.173
H 2.807 -1.444 -1.274
H 4.380 -1.393 -0.504
H 2.282 2.156 1.144
H 2.666 0.523 1.648
S 0.017 -1.278 -1.197
C -0.009 -0.520 -2.784
C 0.803 -1.014 -3.802
C 0.757 -0.455 -5.064
C -0.090 0.608 -5.330
C -0.908 1.095 -4.324
C -0.877 0.533 -3.063
H 1.465 -1.839 -3.592
H 1.383 -0.856 -5.848
H -0.117 1.054 -6.313
H -1.581 1.915 -4.532
H -1.528 0.902 -2.280
```

* gap between HOMO and LUMO: 6.33 eV
* spin multiplicity: 1
* highest occupied orbital energy: -7.43 eV
* total energy: -84351.626 eV
* strongest force on any atom: 1.601 eV Å⁻¹
* energy above the lowest of the compared OMol25 structures with the same formula, charge and spin: 23.5 kcal per mole



4.
The following is a quantum chemistry calculation of a cluster of 4 separate species, C27H59N3O10P in total in a non-equilibrium geometry, from the Open Molecules 2025 dataset.

```
100
Properties=species:S:1:pos:R:3
C -2.999 -3.040 0.889
C -1.938 -1.951 1.349
C -1.471 -1.231 0.048
C -2.726 -0.920 2.223
C -1.929 -0.224 3.379
N -0.523 -0.729 3.539
C -0.293 -1.619 4.485
C 0.989 -2.135 4.767
C 1.991 -1.610 3.888
P 3.776 -2.068 3.991
N 3.978 -3.762 3.846
O 4.446 -1.407 2.615
C 1.540 -0.685 2.897
N 0.332 -0.203 2.689
H -2.700 -3.408 -0.112
H -4.021 -2.630 0.820
H -2.928 -3.913 1.573
H -1.150 -2.519 1.875
H -0.812 -1.853 -0.582
H -2.350 -0.923 -0.560
H -0.983 -0.275 0.345
H -3.072 -0.112 1.544
H -3.645 -1.360 2.651
H -2.418 -0.358 4.364
H -1.836 0.866 3.221
H -1.138 -1.976 5.090
H 1.206 -2.851 5.564
H 4.648 -4.060 4.552
H 3.109 -4.288 3.913
H 4.958 -0.647 2.947
H 2.312 -0.314 2.201
C -0.012 3.200 0.576
O -1.103 4.020 0.230
C -0.685 5.296 -0.240
C -1.847 6.028 -0.884
O -2.074 5.638 -2.233
C -2.712 4.378 -2.416
C -4.201 4.416 -2.125
O -4.436 4.297 -0.727
C -5.757 4.658 -0.383
H 0.593 3.668 1.361
H -0.407 2.255 0.951
H 0.607 2.993 -0.305
H 0.128 5.180 -0.967
H -0.323 5.872 0.622
H -1.587 7.088 -0.933
H -2.757 5.944 -0.287
H -2.211 3.593 -1.847
H -2.585 4.145 -3.475
H -4.692 3.570 -2.623
H -4.625 5.355 -2.499
H -5.937 5.714 -0.610
H -5.879 4.510 0.689
H -6.484 4.032 -0.913
C -4.390 -4.247 -6.642
O -4.994 -4.714 -5.454
C -4.157 -5.621 -4.755
C -4.694 -5.862 -3.357
O -4.318 -4.845 -2.431
C -5.031 -3.617 -2.542
C -6.434 -3.695 -1.970
O -7.322 -4.262 -2.918
C -8.543 -4.657 -2.329
H -4.156 -5.081 -7.313
H -5.093 -3.581 -7.139
H -3.478 -3.684 -6.413
H -3.137 -5.223 -4.696
H -4.147 -6.570 -5.308
H -4.235 -6.778 -2.976
H -5.774 -6.016 -3.360
H -5.032 -3.250 -3.570
H -4.462 -2.901 -1.941
H -6.791 -2.682 -1.737
H -6.426 -4.297 -1.053
H -8.373 -5.451 -1.593
H -9.185 -5.048 -3.116
H -9.041 -3.806 -1.854
C 9.418 -0.680 0.135
O 8.794 0.582 0.244
C 7.445 0.473 0.658
C 6.899 1.830 1.060
O 7.242 2.197 2.392
C 8.588 2.632 2.584
C 8.835 4.039 2.075
O 9.069 4.022 0.676
C 8.975 5.313 0.108
H 8.892 -1.313 -0.588
H 10.438 -0.523 -0.212
H 9.454 -1.176 1.111
H 7.367 -0.223 1.505
H 6.864 0.083 -0.190
H 5.806 1.766 1.055
H 7.182 2.606 0.347
H 9.298 1.920 2.161
H 8.735 2.637 3.666
H 9.727 4.452 2.563
H 7.969 4.672 2.305
H 7.958 5.706 0.219
H 9.200 5.231 -0.954
H 9.693 5.997 0.572
```

* gap between HOMO and LUMO: 5.99 eV
* spin multiplicity: 1
* net charge: +1
* highest occupied orbital energy: -10.78 eV
* total energy: -63177.753 eV
* strongest force on any atom: 2.639 eV Å⁻¹
* energy above the lowest of the compared OMol25 structures with the same formula, charge and spin: 25.9 kcal per mole



- Look up the strongest force on any atom of the fourth one.
  2.639 eV Å⁻¹